No. 1
Computed, not measured: 6 unconnected molecules or ions with the total composition C29H40BN3O12, with ωB97M-V/def2-TZVPD.

Properties
Highest occupied orbital energy, eV: -8.10
Molar mass, g mol⁻¹: 633.46
Charge: 0
SMILES: NCc1ccc2nccnc2c1B(O)O.O=C1CCCO1.O=C1CCCO1.O=C1CCCO1.O=C1CCCO1.O=C1CCCO1
Relative energy (zero: lowest compared OMol25 entry of this formula, charge and spin), kcal/mol: 129.3

Cartesian coordinates (Å):
N1 -1.24228 1.34756 4.19506
C1 -0.41444 0.11224 4.05716
C2 -0.04719 -0.26848 2.54863
C3 -0.64150 0.50401 1.30366
C4 -0.22674 0.09594 -0.12263
C5 0.79157 -1.08209 -0.41334
N2 1.08676 -1.35353 -1.79360
C6 2.03273 -2.44994 -1.89247
C7 2.59849 -3.23996 -0.68388
N3 2.26516 -2.99153 0.67959
C8 1.36312 -1.87529 0.78864
C9 0.93239 -1.44865 2.25605
B1 1.56034 -2.31130 3.50976
O1 2.97270 -2.66944 3.55515
O2 0.67812 -2.75532 4.58146
H1 -1.12958 1.75241 5.14125
H2 -0.97340 2.04703 3.48931
H3 0.57368 0.22475 4.64358
H4 -0.99071 -0.77095 4.53434
H5 -1.37774 1.38264 1.42223
H6 -0.66618 0.65794 -1.02801
H7 2.38210 -2.75009 -2.94666
H8 3.32581 -4.10384 -0.90309
H9 3.42171 -2.20159 4.29428
H10 0.07794 -3.43569 4.20268
O3 3.09801 0.60445 3.81980
C10 4.09602 0.73558 3.15409
O4 4.31633 1.78086 2.31513
C11 5.54192 1.56854 1.60264
C12 6.33143 0.60030 2.45111
C13 5.24326 -0.23511 3.09032
H11 5.30565 1.16033 0.61695
H12 6.06286 2.51966 1.47576
H13 7.05417 0.01647 1.87852
H14 6.87821 1.14662 3.22702
H15 4.95786 -1.08293 2.46250
H16 5.52863 -0.57221 4.08739
O5 4.61389 0.19103 -1.07774
C14 4.42513 0.59608 -2.19727
O6 5.09000 1.64834 -2.74647
C15 4.54756 1.92912 -4.03957
C16 3.88081 0.64709 -4.47657
C17 3.40644 0.05669 -3.16381
H17 3.83813 2.75708 -3.94865
H18 5.35010 2.22459 -4.71791
H19 3.07939 0.80425 -5.20064
H20 4.62143 -0.01863 -4.93195
H21 2.41789 0.42549 -2.88277
H22 3.42014 -1.02960 -3.18169
O7 -3.22243 0.36476 -0.61090
C18 -3.71328 -0.65997 -1.01350
O8 -4.26327 -0.80716 -2.24807
C19 -4.84831 -2.11100 -2.35519
C20 -4.14723 -2.94734 -1.31039
C21 -3.85084 -1.93411 -0.22593
H23 -5.92041 -2.02789 -2.16947
H24 -4.69368 -2.50108 -3.36093
H25 -4.74239 -3.79582 -0.96774
H26 -3.20717 -3.33652 -1.71570
H27 -4.68291 -1.83184 0.47488
H28 -2.92732 -2.16993 0.30376
O9 -1.56602 7.04415 6.62188
C22 -1.12446 6.29156 5.79242
O10 -1.47766 6.31424 4.47688
C23 -0.85089 5.21975 3.79942
C24 0.33486 4.84783 4.65523
C25 -0.15202 5.17204 6.05070
H29 -1.57410 4.40264 3.71338
H30 -0.54899 5.53171 2.79793
H31 0.64670 3.80910 4.53001
H32 1.18697 5.48824 4.40609
H33 -0.68663 4.33228 6.50135
H34 0.66317 5.50025 6.69532
O11 -7.10944 -2.05801 -4.04417
C26 -6.66176 -2.22608 -5.15018
O12 -5.44283 -1.77570 -5.55514
C27 -5.27462 -2.05016 -6.95037
C28 -6.23154 -3.17957 -7.25176
C29 -7.36780 -2.91085 -6.28843
H35 -5.51054 -1.14323 -7.51497
H36 -4.23796 -2.32915 -7.14736
H37 -6.54153 -3.21366 -8.29763
H38 -5.76253 -4.13824 -7.00771
H39 -8.10768 -2.22728 -6.71153
H40 -7.84162 -3.83493 -5.95753


No. 2
Computed, not measured: 3 unconnected molecules or ions with the total composition C4H13NO2, with ωB97M-V/def2-TZVPD.

Properties
Highest occupied orbital energy, eV: -8.18
Molar mass, g mol⁻¹: 107.15
Charge: 0
SMILES: CC/C=C/N.O.O
Relative energy (zero: lowest compared OMol25 entry of this formula, charge and spin), kcal/mol: 60.9

Cartesian coordinates (Å):
C1 2.55523 1.54906 0.65036
C2 1.57670 1.31773 -0.53187
C3 0.50026 0.30400 0.10941
C4 -0.67580 0.75289 0.71858
N1 -1.76521 -0.10769 0.91200
H1 3.31819 0.81854 0.94332
H2 2.89229 2.65113 0.64598
H3 1.95074 1.52060 1.58813
H4 1.89554 1.00896 -1.49545
H5 1.12193 2.23023 -0.73905
H6 0.89087 -0.72468 0.21136
H7 -0.64907 1.71920 0.98201
H8 -2.41054 -0.14787 1.77547
H9 -1.37270 -0.99218 1.14299
H10 -0.56544 -2.25854 -0.88667
H11 -0.47943 -3.86843 -0.78614
O1 -0.93636 -3.11458 -0.44065
H12 -2.23870 -0.66956 -0.96605
H13 -3.03811 -1.41072 -1.96384
O2 -2.57038 -0.57810 -1.86990


No. 3
Computed, not measured: C4H10BN in the gas phase, with ωB97M-V/def2-TZVPD.

Properties
Highest occupied orbital energy, eV: -9.49
Molar mass, g mol⁻¹: 82.94
Charge: 0
SMILES: CB1CCCN1
Relative energy (zero: lowest compared OMol25 entry of this formula, charge and spin), kcal/mol: 0.0

Cartesian coordinates (Å):
B1 -0.74556 -0.10796 -0.14761
C1 0.59005 -0.34215 -1.06640
C2 1.70699 0.10658 -0.06385
C3 1.11636 -0.13933 1.28247
C4 -2.26041 0.21934 -0.50808
N1 -0.31073 0.08839 1.16654
H1 0.91794 -1.38932 -1.44133
H2 0.56618 0.38031 -1.79467
H3 2.68593 -0.44451 -0.08149
H4 1.80461 1.13572 -0.14075
H5 1.33062 -1.17622 1.61178
H6 1.52024 0.54960 2.03010
H7 -3.01122 0.13201 0.30132
H8 -2.68581 -0.34422 -1.40879
H9 -2.04501 1.22010 -0.86671
H10 -0.75506 0.11034 2.15459


No. 4
Computed, not measured: a molecular structure, C8H11N3O2, with ωB97M-V/def2-TZVPD.

Properties
Highest occupied orbital energy, eV: -8.54
Molar mass, g mol⁻¹: 181.19
Charge: 0
Relative energy (zero: lowest compared OMol25 entry of this formula, charge and spin), kcal/mol: 8.3

Cartesian coordinates (Å):
C1 2.29303 -0.98147 -1.83172
C2 0.86274 -0.22728 -0.44422
C3 0.10591 -0.65185 -1.52638
C4 0.51159 -0.37517 2.28949
C5 -1.32372 -0.51522 -1.60508
C6 -1.96857 0.33089 -0.41411
C7 -0.10762 0.39282 1.15794
C8 -0.02335 1.87552 1.45350
N1 2.18870 -0.44047 -0.62766
N2 1.05769 -1.22129 -2.34928
N3 -1.46823 -0.01346 0.91591
O1 1.65482 0.09799 2.78761
O2 0.10073 -1.45749 2.61547
H1 3.05307 -1.63409 -2.24219
H2 -1.68549 0.03110 -2.63106
H3 -1.79134 -1.50528 -1.51903
H4 -1.74185 1.47671 -0.71798
H5 -2.98285 0.03994 -0.52699
H6 -0.84336 2.08180 2.17342
H7 -0.48161 2.46095 0.58293
H8 0.96198 2.09173 1.93439
H9 0.97700 -1.78368 -3.17097
H10 -1.52017 -0.95167 1.36768
H11 2.17088 0.87898 2.32833


No. 5
Computed, not measured: C4H11NO3S in the gas phase, with ωB97M-V/def2-TZVPD.

Properties
Highest occupied orbital energy, eV: -9.15
Molar mass, g mol⁻¹: 153.20
Charge: 0
Relative energy (zero: lowest compared OMol25 entry of this formula, charge and spin), kcal/mol: 52.0

Cartesian coordinates (Å):
O1 1.01224 1.89529 -2.48412
O2 -1.10096 1.13785 -3.18206
O3 0.08111 0.12961 -1.14318
N1 -0.27828 0.21050 0.26340
S1 -0.28548 1.59226 -1.84953
C1 -1.08412 -2.12303 0.51632
C2 1.80399 1.25186 0.98914
C3 -1.46472 -0.63046 0.54970
C4 0.85650 0.05088 1.18950
H1 -0.41102 0.89260 -3.81152
H2 -2.00159 -2.73245 0.57202
H3 -0.46678 -2.40947 1.36686
H4 -0.60949 -2.34475 -0.43883
H5 1.27534 2.19022 1.22177
H6 2.62729 1.18097 1.71216
H7 2.25634 1.29899 0.00352
H8 -1.90751 -0.33836 1.47787
H9 -2.20127 -0.45042 -0.23065
H10 1.42323 -0.85705 1.04616
H11 0.47517 0.05496 2.23147


No. 6
Computed, not measured: a gas-phase ion, C5H15N2S (charge +1), with ωB97M-V/def2-TZVPD.

Properties
Highest occupied orbital energy, eV: -13.06
Molar mass, g mol⁻¹: 135.26
Charge: +1
SMILES: C[C@@H](CS)NCC[NH3+]
Relative energy (zero: lowest compared OMol25 entry of this formula, charge and spin), kcal/mol: 68.8

Cartesian coordinates (Å):
C1 1.25513 0.75727 -0.22341
N1 0.40950 -0.17968 -0.92164
C2 -1.04554 0.07727 -0.59221
C3 -1.71112 -1.17712 -0.65397
S1 -1.26431 -2.25213 0.78730
C4 -1.68683 1.27858 -1.55368
C5 2.22550 0.23490 0.93092
N2 1.48919 -0.67450 1.99760
H1 2.05117 1.16974 -0.93285
H2 0.75584 1.66896 0.33019
H3 0.65950 0.09732 -1.94131
H4 -1.32738 0.44931 0.31444
H5 -2.81282 -0.90289 -0.68762
H6 -1.65621 -1.73201 -1.60978
H7 -1.92447 -1.68033 1.73691
H8 -2.69579 1.47541 -1.09288
H9 -1.60757 0.94916 -2.66092
H10 -1.05431 2.26425 -1.47744
H11 2.53971 1.14164 1.45461
H12 3.23464 -0.32617 0.55394
H13 2.18362 -1.45762 2.21319
H14 0.75462 -1.03826 1.23355
H15 1.22792 -0.14309 2.79508


No. 7
Computed, not measured: a molecular structure, C15H24INO2S4Se2TcTe2, with ωB97M-V/def2-TZVPD.

Properties
2S+1: 2
Highest occupied orbital energy (spin up / spin down), eV: -12.77 / -12.77
Molar mass, g mol⁻¹: 1016.65
Charge: +2
Relative energy (zero: lowest compared OMol25 entry of this formula, charge and spin), kcal/mol: 73.9

Cartesian coordinates (Å):
Tc1 0.13920 2.04440 -0.54163
C1 1.32438 -3.82377 -1.71112
C2 1.78515 -2.70224 -2.65536
S1 1.11948 -1.05883 -2.25655
C3 2.52742 -0.20592 -1.49938
C4 3.02804 -0.82151 -0.19919
S2 1.71377 -0.97936 1.04562
C5 2.16303 -2.54158 1.85510
C6 1.64804 -3.79645 1.15830
S3 2.49899 -4.24197 -0.38438
H1 1.20922 -4.74055 -2.28734
H2 0.36425 -3.57898 -1.26048
H3 1.42928 -2.90384 -3.66621
H4 2.87310 -2.63414 -2.69177
H5 2.14705 0.82067 -1.34154
H6 3.34122 -0.15594 -2.22242
H7 3.83649 -0.22151 0.22001
H8 3.39688 -1.82357 -0.40052
H9 1.72558 -2.48571 2.85397
H10 3.24678 -2.55932 1.96591
H11 0.58064 -3.71750 0.95282
H12 1.80327 -4.64464 1.82685
Se1 1.34914 4.05522 -0.73890
Te1 -0.19800 6.01478 -0.34158
Te2 -2.60788 5.00470 -0.87411
Se2 -2.41216 2.60110 -0.50935
C7 0.50903 1.72840 3.93405
S4 -0.54901 2.40052 2.69111
O1 0.20725 1.90772 1.41429
C8 -1.95360 1.35523 2.80334
C9 -1.84760 0.00458 2.47716
C10 -2.99322 -0.76993 2.51695
C11 -4.21445 -0.19699 2.86905
C12 -4.30087 1.15127 3.18549
C13 -3.16176 1.94479 3.14843
H13 0.55703 0.64639 3.82989
H14 0.08704 2.01934 4.89741
H15 1.49164 2.17930 3.80249
H16 -0.89565 -0.42439 2.18396
H17 -2.93606 -1.82432 2.27936
H18 -5.10657 -0.80979 2.89179
H19 -5.25267 1.58946 3.45449
H20 -3.21373 3.00072 3.38825
N1 0.18087 2.46654 -4.44313
C14 -0.48421 1.65386 -3.65770
O2 -0.23957 1.63884 -2.42270
C15 -1.58639 0.81260 -4.20434
I1 -0.93852 -0.52684 -5.72315
H21 0.94656 3.01379 -4.07788
H22 0.02701 2.45722 -5.44111
H23 -2.32832 1.44668 -4.68461
H24 -2.03663 0.23148 -3.40961


No. 8
Computed, not measured: a molecular structure, C29H22GeN5PdSe, with ωB97M-V/def2-TZVPD.

Properties
2S+1: 6
Highest occupied orbital energy (spin up / spin down), eV: -13.32 / -13.56
Molar mass, g mol⁻¹: 698.52
Charge: +2

Cartesian coordinates (Å):
Pd1 0.72596 0.98954 -1.48616
C1 -1.16454 -0.52226 1.87464
Ge1 0.27106 0.49104 0.91604
C2 2.06116 -0.14326 1.74724
C3 2.28986 -0.02766 3.10064
C4 3.44086 -0.60206 3.62354
C5 4.34226 -1.23066 2.78474
C6 4.09956 -1.32826 1.42784
C7 2.95586 -0.75116 0.89044
C8 0.41376 2.36354 1.70644
C9 -0.42424 2.70244 2.74524
C10 -0.53944 4.03434 3.15404
C11 0.24616 4.99744 2.56874
C12 1.12896 4.68394 1.51514
C13 1.91696 5.66634 0.87914
C14 2.80736 5.34134 -0.11796
C15 2.95286 4.00844 -0.51006
C16 2.20446 3.01704 0.09534
C17 1.24476 3.32274 1.09114
H1 -0.93734 -0.50006 2.93724
H2 -1.15564 -1.55856 1.54474
H3 -2.14594 -0.09026 1.69274
H4 1.58926 0.47874 3.74804
H5 3.61166 -0.54276 4.68694
H6 5.25476 -1.63896 3.19494
H7 4.78536 -1.84126 0.77174
H8 2.76796 -0.82126 -0.17826
H9 -1.03474 1.95454 3.22534
H10 -1.24244 4.29384 3.93234
H11 0.23046 6.01334 2.93724
H12 1.78406 6.69534 1.17964
H13 3.41596 6.10664 -0.57576
H14 3.68756 3.74274 -1.25546
H15 2.50716 1.97244 -0.06476
N1 -6.51864 -6.89886 -1.05476
C18 -5.76534 -6.09636 -1.36266
C19 -4.79234 -5.12996 -1.71196
C20 -4.40934 -4.17036 -0.77236
C21 -3.42584 -3.25906 -1.09596
C22 -2.82174 -3.29486 -2.35216
C23 -3.22984 -4.23396 -3.29746
C24 -4.20744 -5.15596 -2.97926
N2 -1.77094 -2.40196 -2.64306
C25 -0.71454 -2.65136 -3.47866
C26 0.10036 -1.56076 -3.42356
N3 -0.45444 -0.64856 -2.57266
C27 -1.57534 -1.17656 -2.11456
H16 -4.88124 -4.14536 0.19804
H17 -3.11364 -2.53336 -0.36256
H18 -2.79494 -4.24576 -4.28266
H19 -4.52294 -5.88706 -3.70746
H20 -0.59434 -3.57426 -4.00866
H21 1.01836 -1.37656 -3.95036
H22 -2.26884 -0.66966 -1.46496
N4 3.58416 0.18354 -2.77016
C28 2.57326 0.61644 -2.44936
Se1 -0.24454 3.05544 -2.45236
C29 -1.27344 2.21784 -1.23436
N5 -1.98804 1.76014 -0.43866


No. 9
Computed, not measured: a molecular structure, C31H55BFI3N5O5, with ωB97M-V/def2-TZVPD.

Properties
Highest occupied orbital energy, eV: -11.53
Molar mass, g mol⁻¹: 988.33
Charge: +1

Cartesian coordinates (Å):
C1 -0.59121 -3.18728 -0.75829
B1 -0.42975 -1.65422 -1.00883
O1 -0.46162 -1.16540 -2.25719
N1 -0.24784 -0.47677 0.06661
O2 0.80872 0.39776 -0.34245
C2 1.96286 -0.23038 -0.95801
C3 3.06146 0.84487 -1.02588
C4 3.65365 0.93459 -2.43920
C5 4.16741 0.57384 -0.00076
C6 5.41861 1.46090 -0.08844
C7 5.08157 2.94990 -0.09505
C8 6.24794 1.17411 1.18091
C9 0.21143 -1.01080 1.50047
O3 0.97887 -2.15000 1.24314
C10 1.18527 -0.06280 2.20239
C11 1.32689 -0.31312 3.69730
C12 2.47649 0.50042 4.25540
F1 1.56526 -1.66811 3.94378
C13 -1.00629 -1.33487 2.36079
O4 -2.10517 -1.70080 1.56913
C14 -2.63937 -0.70517 0.69565
C15 -3.38780 -1.50901 -0.37630
C16 -4.84607 -1.81413 -0.01469
C17 -4.95112 -3.04628 0.87037
I1 -5.95963 -2.11319 -1.82244
C18 -1.57740 0.34437 0.14686
C19 -1.46002 1.51466 1.19035
C20 -0.63740 2.76817 0.82527
O5 0.55460 2.82208 0.98377
N2 -1.38050 3.82438 0.32017
C21 -2.44343 4.27818 1.25883
C22 -0.52133 4.94111 -0.09372
C23 -2.19706 1.03514 -1.11155
I2 -4.28161 1.45218 -0.75458
C24 -1.81133 1.62404 -2.24576
C25 -2.75932 2.28303 -3.22275
I3 0.14141 1.98515 -2.92789
H1 -1.26315 -3.63161 -1.49466
H2 0.39898 -3.62328 -0.94597
H3 -0.91011 -3.51452 0.22540
H4 -0.98798 -1.70493 -2.86491
H5 2.30378 -1.07902 -0.36451
H6 1.72800 -0.59388 -1.95631
H7 2.59691 1.80165 -0.77233
H8 2.92027 0.71084 -3.21502
H9 4.47003 0.21750 -2.56030
H10 4.06379 1.92384 -2.63942
H11 4.47912 -0.47511 -0.07031
H12 3.78930 0.72561 1.01515
H13 6.04548 1.18041 -0.93919
H14 4.28115 3.20754 -0.79278
H15 4.73641 3.25680 0.89530
H16 5.94753 3.55077 -0.37245
H17 5.66496 1.54133 2.03117
H18 6.46559 0.11455 1.31483
H19 7.16753 1.76017 1.17128
H20 0.47334 -2.95593 1.40570
H21 2.15880 -0.24801 1.75614
H22 0.96285 0.98808 2.06018
H23 0.41201 -0.05153 4.23951
H24 3.41133 0.03435 3.93400
H25 2.46631 1.51868 3.86749
H26 2.46596 0.49600 5.34321
H27 -1.27018 -0.52831 3.04666
H28 -0.75978 -2.19855 2.97891
H29 -3.35835 -0.12895 1.28119
H30 -3.30185 -1.07012 -1.36909
H31 -2.91756 -2.48339 -0.42789
H32 -5.32624 -0.96437 0.46824
H33 -5.99811 -3.24811 1.09828
H34 -4.52281 -3.91174 0.36740
H35 -4.44620 -2.86509 1.82212
H36 -2.48378 1.83697 1.35376
H37 -1.10453 1.16120 2.15107
H38 -3.39737 3.80776 1.02854
H39 -2.57251 5.34817 1.12111
H40 -2.18076 4.08785 2.30113
H41 0.25352 4.58020 -0.76478
H42 -0.03791 5.42567 0.75856
H43 -1.13660 5.66002 -0.63201
H44 -2.23638 2.58922 -4.12214
H45 -3.20314 3.17644 -2.78019
H46 -3.55385 1.59694 -3.51891
C26 8.38124 -0.48300 -2.39855
C27 8.97359 0.60467 -1.63200
N3 9.44394 1.45778 -1.02711
H47 7.48790 -0.13691 -2.91642
H48 9.08954 -0.85111 -3.13843
H49 8.10993 -1.30491 -1.73806
C28 -8.07793 -1.08844 -4.72280
C29 -7.93926 -0.91029 -6.16031
N4 -7.83048 -0.76645 -7.29289
H50 -7.45506 -1.91353 -4.38114
H51 -7.77212 -0.18683 -4.19449
H52 -9.11046 -1.30690 -4.45589
C30 -3.26894 -5.55899 3.95462
C31 -3.03192 -5.72655 2.52740
N5 -2.84702 -5.86266 1.40338
H53 -3.66608 -6.47943 4.37853
H54 -2.33982 -5.31532 4.46680
H55 -3.98798 -4.75974 4.12679


No. 10
Computed, not measured: 2 unconnected molecules or ions with the total composition C3H10N, with ωB97M-V/def2-TZVPD.

Properties
Highest occupied orbital energy, eV: -13.00
Molar mass, g mol⁻¹: 60.12
Charge: +1
Relative energy (zero: lowest compared OMol25 entry of this formula, charge and spin), kcal/mol: 52.3

Cartesian coordinates (Å):
N1 -1.25051 -0.53897 1.95780
H1 -0.88403 0.40369 1.88658
H2 -1.91585 -0.71510 1.22624
H3 -1.69268 -0.81036 2.87357
H4 -0.32860 -1.01983 1.81068
C1 1.40443 -0.60177 -0.85341
C2 0.48122 0.38749 -1.53842
C3 -0.35030 1.29679 -0.98153
H5 1.17184 -1.66285 -1.00640
H6 1.51162 -0.53143 0.22539
H7 2.52193 -0.42900 -1.17912
H8 0.56097 0.50325 -2.57773
H9 -1.09126 1.80813 -1.70433
H10 -0.13880 1.90994 -0.13931